Density functional theory data (ωB97M-V/def2-TZVPD) for a molecular structure, C26H46GeHgN2SeSi4.

Positions of all 81 atoms, in Å:
Hg  -0.6185  0.0480  0.0147
C  -1.0691  4.1532  2.4149
N  0.1941  4.0725  1.7369
C  0.7892  5.0353  0.9684
C  1.9803  4.5452  0.5473
N  2.1083  3.2819  1.0576
C  3.2116  2.3795  0.8868
C  1.0101  3.0024  1.7863
Se  0.7216  1.4913  2.7555
H  -1.5388  5.1088  2.1984
H  -0.9193  4.0531  3.4918
H  -1.7219  3.3402  2.0863
H  0.3376  5.9910  0.7969
H  2.7321  4.9941  -0.0695
H  3.9248  2.7980  0.1798
H  2.8502  1.4155  0.5209
H  3.7034  2.2133  1.8476
Ge  -1.3025  2.8779  -1.4187
C  -2.6767  2.4808  -2.7913
C  -2.4533  1.5804  -3.8268
C  -3.4742  1.2654  -4.7062
C  -4.7260  1.8376  -4.5464
C  -4.9509  2.7453  -3.5246
C  -3.9324  3.0578  -2.6463
C  0.4744  3.3439  -2.1962
C  1.4611  2.3860  -2.3613
C  2.6734  2.7198  -2.9391
C  2.9143  4.0254  -3.3342
C  1.9434  4.9963  -3.1411
C  0.7233  4.6533  -2.5855
H  -1.8099  4.2289  -0.8192
H  -1.4755  1.1318  -3.9523
H  -3.3072  0.5615  -5.5100
H  -5.5326  1.5689  -5.2087
H  -5.9260  3.1941  -3.4039
H  -4.1059  3.7602  -1.8404
H  1.2754  1.3624  -2.0423
H  3.4294  1.9619  -3.0813
H  3.8533  4.2892  -3.7971
H  2.1401  6.0188  -3.4318
H  -0.0474  5.4024  -2.4635
C  3.2298  -1.5333  2.7179
Si  2.5533  -2.6665  1.3469
C  3.1685  -2.0541  -0.3572
C  3.1066  -4.4675  1.6395
Si  0.1331  -2.7555  1.2673
Si  -1.2243  -2.6687  3.2666
C  -3.0454  -2.4706  2.7132
C  -0.7301  -1.2806  4.4717
C  -0.9716  -4.4129  4.0101
Si  -0.8132  -3.9702  -0.6534
C  -0.7078  -5.8148  -0.1840
C  0.1983  -3.6336  -2.2388
C  -2.6301  -3.4772  -0.9742
H  4.3071  -1.4133  2.6419
H  3.0125  -1.9266  3.7070
H  2.7867  -0.5428  2.6657
H  4.2233  -1.8009  -0.3358
H  2.6268  -1.1688  -0.6793
H  3.0354  -2.8100  -1.1221
H  4.1881  -4.5381  1.6973
H  2.7819  -5.1236  0.8386
H  2.7099  -4.8621  2.5702
H  -3.1603  -1.6216  2.0442
H  -3.7040  -2.3069  3.5611
H  -3.4015  -3.3543  2.1935
H  -1.2196  -0.3451  4.2082
H  0.3413  -1.0880  4.4539
H  -1.0119  -1.5198  5.4946
H  -1.2300  -5.1840  3.2896
H  -1.5989  -4.5627  4.8841
H  0.0573  -4.5774  4.3174
H  0.3136  -6.1172  0.0288
H  -1.0705  -6.4482  -0.9887
H  -1.3070  -6.0371  0.6944
H  1.2082  -4.0210  -2.1573
H  0.2680  -2.5696  -2.4478
H  -0.2564  -4.1031  -3.1062
H  -3.2701  -3.7443  -0.1404
H  -3.0271  -3.9741  -1.8548
H  -2.7333  -2.4070  -1.1360

The expectation value of S² is 0.79. As for the total energy: -6917.3871 hartree. Its total charge is +1. The spin multiplicity is 2. As for the HOMO energy (alpha / beta): -0.3598 / -0.3638 hartree.

Löwdin charges, unit e, in atom order: number 1, Hg, carries 0.60; number 2, C, carries -0.06; number 3, N, carries -0.14; number 4, C, carries -0.05; number 5, C, carries -0.04; number 6, N, carries -0.12; number 7, C, carries -0.04; number 8, C, carries -0.78; number 9, Se, carries 0.59; number 10, H, carries 0.10; number 11, H, carries 0.09; number 12, H, carries 0.08; number 13, H, carries 0.13; number 14, H, carries 0.13; number 15, H, carries 0.10; number 16, H, carries 0.07; number 17, H, carries 0.10; number 18, Ge, carries 0.96; number 19, C, carries -0.39; number 20, C, carries -0.13; number 21, C, carries -0.08; number 22, C, carries -0.07; number 23, C, carries -0.08; number 24, C, carries -0.14; number 25, C, carries -0.39; number 26, C, carries -0.16; number 27, C, carries -0.09; number 28, C, carries -0.08; number 29, C, carries -0.08; number 30, C, carries -0.14; number 31, H, carries -0.04; number 32, H, carries 0.10; number 33, H, carries 0.11; number 34, H, carries 0.11; number 35, H, carries 0.11; number 36, H, carries 0.09; number 37, H, carries 0.06; number 38, H, carries 0.11; number 39, H, carries 0.11; number 40, H, carries 0.11; number 41, H, carries 0.10; number 42, C, carries -0.22; number 43, Si, carries 0.38; number 44, C, carries -0.21; number 45, C, carries -0.21; number 46, Si, carries 0.52; number 47, Si, carries 0.38; number 48, C, carries -0.22; number 49, C, carries -0.23; number 50, C, carries -0.21; number 51, Si, carries 0.37; number 52, C, carries -0.21; number 53, C, carries -0.21; number 54, C, carries -0.21; number 55, H, carries 0.03; number 56, H, carries 0.03; number 57, H, carries -0.05; number 58, H, carries 0.03; number 59, H, carries 0.00; number 60, H, carries 0.01; number 61, H, carries 0.03; number 62, H, carries 0.02; number 63, H, carries 0.02; number 64, H, carries 0.01; number 65, H, carries 0.03; number 66, H, carries 0.01; number 67, H, carries 0.00; number 68, H, carries 0.00; number 69, H, carries 0.04; number 70, H, carries 0.01; number 71, H, carries 0.03; number 72, H, carries 0.02; number 73, H, carries 0.02; number 74, H, carries 0.03; number 75, H, carries 0.02; number 76, H, carries 0.01; number 77, H, carries 0.01; number 78, H, carries 0.03; number 79, H, carries 0.01; number 80, H, carries 0.03; number 81, H, carries 0.01